No. 1
Here is 5 unconnected molecules or ions with the total composition C26H42BrIN6O6 in a non-equilibrium geometry from OMol25. Energies are from ωB97M-V with the def2-TZVPD basis set.

Properties
E_tot	-127009.796	eV
multiplicity	1
highest occupied orbital energy	-8.9	eV
SMILES	COCCCc1nc2cc(CC(=O)I)ccc2nc1Br.CN(C)C=O.CN(C)C=O.CN(C)C=O.CN(C)C=O
Kohn-Sham gap	8.19	eV
largest force on an atom	4.50	eV Å⁻¹
E_LUMO	-0.727	eV

Geometry (Å):
C (-2.7528, 3.2133, 0.6126)
O (-1.3569, 3.2883, 0.3040)
C (-1.0418, 4.3892, -0.5504)
C (-1.8177, 4.4211, -1.9199)
C (-1.3447, 3.3451, -2.9855)
C (-1.3447, 1.8769, -2.4521)
N (-0.2054, 1.4307, -1.8694)
C (-0.2916, 0.1318, -1.3804)
C (0.9220, -0.4259, -0.6925)
C (0.9085, -1.7644, -0.1284)
C (2.2134, -2.2740, 0.5773)
C (2.7809, -1.0981, 1.4570)
O (3.9144, -0.7251, 1.3505)
I (1.5355, -0.1332, 2.9431)
C (-0.3204, -2.6174, -0.2193)
C (-1.4716, -2.0789, -0.8989)
C (-1.5234, -0.6593, -1.5048)
N (-2.7270, -0.2589, -2.1452)
C (-2.5566, 1.0041, -2.5837)
Br (-4.1244, 1.8122, -3.4790)
H (-3.2870, 4.1856, 0.3895)
H (-2.9674, 2.8385, 1.6453)
H (-3.2075, 2.4601, -0.1106)
H (0.0693, 4.3927, -0.7547)
H (-1.2518, 5.3847, -0.0421)
H (-2.9359, 4.3624, -1.8315)
H (-1.6014, 5.4340, -2.3798)
H (-0.2733, 3.5644, -3.2731)
H (-1.9404, 3.4530, -3.9353)
H (1.8306, 0.2187, -0.6157)
H (2.9822, -2.5903, -0.1707)
H (1.9030, -3.1005, 1.2777)
H (-0.3667, -3.6421, 0.2213)
H (-2.3823, -2.7282, -0.9970)
C (3.4881, 4.5765, -4.3890)
N (2.5179, 5.6379, -4.2064)
C (2.5067, 6.7501, -5.1392)
C (1.6204, 5.6255, -3.1924)
O (0.7817, 6.4802, -2.9828)
H (4.4949, 4.9973, -4.3349)
H (3.3384, 4.1181, -5.3694)
H (3.3789, 3.8135, -3.6183)
H (2.6787, 7.6797, -4.5931)
H (1.5288, 6.8055, -5.6217)
H (3.2807, 6.6203, -5.8943)
H (1.7138, 4.7387, -2.5426)
C (-2.0609, -3.3170, 5.1629)
N (-1.5808, -3.5680, 3.8193)
C (-1.6848, -2.5180, 2.8241)
C (-1.0355, -4.7527, 3.4569)
O (-0.6135, -5.0196, 2.3455)
H (-3.1255, -3.0743, 5.1240)
H (-1.5115, -2.4737, 5.5885)
H (-1.9177, -4.1921, 5.7967)
H (-2.2927, -2.8743, 1.9889)
H (-0.6865, -2.2829, 2.4532)
H (-2.1388, -1.6257, 3.2538)
H (-1.0009, -5.4838, 4.2813)
C (-7.3673, -2.5935, -0.6971)
N (-6.0025, -2.8517, -0.2851)
C (-5.0982, -1.7330, -0.0990)
C (-5.5386, -4.1051, -0.0667)
O (-4.4048, -4.3816, 0.2793)
H (-7.3598, -2.0771, -1.6600)
H (-7.8545, -1.9619, 0.0497)
H (-7.9259, -3.5241, -0.7961)
H (-4.2400, -1.8282, -0.7619)
H (-4.7387, -1.7324, 0.9331)
H (-5.6105, -0.7947, -0.3076)
H (-6.3005, -4.8844, -0.2344)
C (5.7395, -2.4973, 2.5589)
N (7.1030, -2.7540, 2.9828)
C (7.9952, -1.6301, 3.1959)
C (7.5716, -4.0094, 3.1865)
O (8.7009, -4.2879, 3.5408)
H (5.7556, -1.9672, 1.6078)
H (5.2417, -1.8808, 3.3107)
H (5.1875, -3.4305, 2.4390)
H (8.8583, -1.7249, 2.5336)
H (8.3469, -1.6404, 4.2296)
H (7.4795, -0.6923, 2.9937)
H (6.8146, -4.7890, 2.9971)

***

No. 2
Here is a single C5H11NO molecule in a non-equilibrium geometry from OMol25. Energies are from ωB97M-V with the def2-TZVPD basis set.

Properties
E_tot	-8899.759	eV
multiplicity	1
ΔE to the lowest compared entry with this formula, charge and spin	1.938	eV
highest occupied orbital energy	-10.0	eV
SMILES	CC[C@@H](C)NC=O
Kohn-Sham gap	10.90	eV
largest force on an atom	4.33	eV Å⁻¹
E_LUMO	0.939	eV

Geometry (Å):
C (0.6938, -1.0661, -1.6380)
C (1.1648, -0.4397, -0.3288)
C (0.0285, -0.1118, 0.6535)
C (0.5692, 0.3655, 1.9968)
N (-0.9320, 0.9136, 0.0901)
C (-2.0838, 0.6847, -0.5665)
O (-2.7224, -0.2640, -0.9221)
H (0.1455, -1.9979, -1.4582)
H (0.0287, -0.3894, -2.1832)
H (1.5428, -1.2978, -2.2898)
H (1.8717, -1.1219, 0.1693)
H (1.7169, 0.4874, -0.5266)
H (-0.5470, -1.0419, 0.8192)
H (1.2495, -0.3744, 2.4375)
H (1.1251, 1.2981, 1.8595)
H (-0.2462, 0.5460, 2.7023)
H (-1.1989, 1.9531, -0.0594)
H (-2.4062, 1.8566, -0.7556)

***

No. 3
Here is a molecular structure, C22H20O6OsSi in a non-equilibrium geometry from OMol25. Energies are from ωB97M-V with the def2-TZVPD basis set.

Properties
E_tot	-45750.991	eV
expectation value of S²	6.04
multiplicity	5
total charge	+2
ΔE to the lowest compared entry with this formula, charge and spin	0.795	eV
highest occupied orbital energy (alpha / beta)	-13.8 / -13.7	eV
Kohn-Sham gap (alpha / beta)	5.45 / 3.19	eV
largest force on an atom	4.22	eV Å⁻¹
E_LUMO (alpha / beta)	-8.306 / -10.546	eV

Geometry (Å):
Os (-0.8926, -0.0612, -1.7667)
O (2.2541, 1.7471, -4.1090)
C (1.1892, 1.3026, -3.5043)
O (1.1793, 0.3637, -2.7222)
C (-0.0529, 2.0888, -3.8404)
O (-1.2085, 1.4166, -3.3262)
C (-2.1058, 0.8225, -4.3175)
C (-1.9028, -0.6907, -4.3835)
O (-2.2511, -1.3374, -5.3154)
O (-1.3388, -1.1911, -3.2686)
H (3.0404, 1.2276, -3.8650)
H (0.0128, 3.0697, -3.3666)
H (-0.1288, 2.2274, -4.9178)
H (-3.1191, 1.0375, -3.9803)
H (-1.9446, 1.2787, -5.2903)
O (-0.5146, 1.1914, -0.3187)
Si (0.0231, 0.1903, 0.8694)
C (1.7729, 0.3930, 1.3864)
C (2.5540, 1.4337, 0.8651)
C (3.8651, 1.5906, 1.2769)
C (4.4049, 0.7245, 2.2244)
C (3.6387, -0.3021, 2.7631)
C (2.3263, -0.4622, 2.3549)
C (-0.4694, -1.4456, 0.0826)
C (-1.8477, -1.6210, -0.2366)
C (-2.3048, -2.8248, -0.8102)
C (-1.4101, -3.8348, -1.0579)
C (-0.0457, -3.6847, -0.7424)
C (0.4210, -2.5199, -0.1911)
C (-0.8585, 0.5488, 2.5035)
C (-1.0601, 1.9219, 2.8731)
C (-1.7144, 2.2417, 4.0280)
C (-2.1238, 1.2062, 4.8873)
C (-1.8900, -0.1588, 4.5664)
C (-1.2366, -0.4769, 3.4119)
H (2.1315, 2.1136, 0.1344)
H (4.4721, 2.3869, 0.8673)
H (5.4291, 0.8554, 2.5474)
H (4.0654, -0.9691, 3.4995)
H (1.7362, -1.2669, 2.7819)
H (-2.5866, -0.8986, 0.1104)
H (-3.3535, -2.9441, -1.0453)
H (-1.7551, -4.7622, -1.4950)
H (0.6378, -4.4996, -0.9398)
H (1.4732, -2.4104, 0.0431)
H (-0.7143, 2.7035, 2.2075)
H (-1.9027, 3.2714, 4.2979)
H (-2.6084, 1.4513, 5.8242)
H (-2.2333, -0.9294, 5.2433)
H (-1.0528, -1.5148, 3.1610)

***

> Which of these has the lowest E_tot?

C26H42BrIN6O6

***

> What is the formula in the first record?

C26H42BrIN6O6

***

What did the second record say?
Here is a single C5H11NO molecule in a non-equilibrium geometry from OMol25. Energies are from ωB97M-V with the def2-TZVPD basis set.

Properties
E_tot	-8899.759	eV
multiplicity	1
ΔE to the lowest compared entry with this formula, charge and spin	1.938	eV
highest occupied orbital energy	-10.0	eV
SMILES	CC[C@@H](C)NC=O
Kohn-Sham gap	10.90	eV
largest force on an atom	4.33	eV Å⁻¹
E_LUMO	0.939	eV

Geometry (Å):
C (0.6938, -1.0661, -1.6380)
C (1.1648, -0.4397, -0.3288)
C (0.0285, -0.1118, 0.6535)
C (0.5692, 0.3655, 1.9968)
N (-0.9320, 0.9136, 0.0901)
C (-2.0838, 0.6847, -0.5665)
O (-2.7224, -0.2640, -0.9221)
H (0.1455, -1.9979, -1.4582)
H (0.0287, -0.3894, -2.1832)
H (1.5428, -1.2978, -2.2898)
H (1.8717, -1.1219, 0.1693)
H (1.7169, 0.4874, -0.5266)
H (-0.5470, -1.0419, 0.8192)
H (1.2495, -0.3744, 2.4375)
H (1.1251, 1.2981, 1.8595)
H (-0.2462, 0.5460, 2.7023)
H (-1.1989, 1.9531, -0.0594)
H (-2.4062, 1.8566, -0.7556)

***

> Among the records above, which one has the highest largest force on an atom?

C26H42BrIN6O6